{
  "formula": "H4NP3",
  "method": "the ωB97M-V functional and the def2-TZVPD basis",
  "spin_multiplicity": 1,
  "homo_energy_ev": [-8.6844, -8.6809],
  "lumo_energy_ev": [-2.457, -2.456],
  "de_lowest_kcal_mol": 97.05,
  "e_tot_ha": -1080.99769,
  "symbols": ["N", "P", "P", "P", "H", "H", "H", "H"],
  "coordinates": [[-2.3329, -0.7296, -2.0573], [-0.1023, 0.9651, -1.1439], [-1.8340, -0.2702, -0.6726], [1.6268, -0.2251, -0.6737], [-2.4340, 0.5937, 0.0837], [-1.4872, -1.0440, 0.3713], [2.2552, 0.7044, -1.6293], [1.8025, 0.2760, 0.6991]],
  "forces_ev_per_angstrom": [[0.969, 0.155, -0.917], [-0.976, -0.329, -0.919], [1.132, -0.165, -0.204], [-0.051, 0.239, -0.634], [-2.241, 2.201, 1.465], [0.594, -1.667, 0.910], [0.410, -0.582, 1.496], [0.162, 0.148, -1.197]],
  "mulliken_charge": [-0.43, 0.04, 0.20, -0.15, 0.06, 0.06, 0.10, 0.11]
}

{
  "formula": "C24H27Cl3InN2O4PS3",
  "method": "the ωB97M-V functional and the def2-TZVPD basis",
  "spin_multiplicity": 1,
  "homo_energy_ev": -8.2000,
  "lumo_energy_ev": -0.631,
  "de_lowest_kcal_mol": 15.05,
  "e_tot_ha": -4448.05221,
  "symbols": ["In", "C", "C", "C", "C", "N", "C", "C", "C", "C", "C", "C", "N", "H", "H", "H", "H", "H", "H", "H", "H", "C", "C", "C", "O", "P", "S", "S", "O", "C", "C", "C", "H", "H", "H", "H", "H", "H", "H", "H", "H", "H", "H", "H", "H", "H", "Cl", "C", "Cl", "Cl", "C", "O", "O", "S", "C", "C", "C", "C", "C", "C", "H", "H", "H", "H", "H"],
  "coordinates": [[-0.4505, -1.0069, -0.1138], [4.1591, -0.5288, 0.3909], [4.3253, -0.7930, 1.7393], [3.2191, -0.7975, 2.5738], [1.9776, -0.5304, 2.0215], [1.8205, -0.2736, 0.7258], [2.8792, -0.2774, -0.0765], [0.7184, -0.5192, 2.8188], [0.7220, -0.3282, 4.1891], [-0.4827, -0.2756, 4.8692], [-1.6634, -0.4085, 4.1634], [-1.5953, -0.5950, 2.7962], [-0.4313, -0.6609, 2.1436], [4.9982, -0.5259, -0.2910], [5.3081, -1.0025, 2.1413], [3.3236, -1.0360, 3.6227], [2.6786, -0.0757, -1.1224], [1.6552, -0.1908, 4.7152], [-0.4951, -0.1140, 5.9393], [-2.6263, -0.3543, 4.6506], [-2.4834, -0.6750, 2.1860], [-3.2211, 3.8608, -1.6987], [-1.9416, 3.4453, -2.3934], [-1.6398, 4.2533, -3.6332], [-0.8206, 3.6456, -1.4908], [-0.2819, 2.5630, -0.4511], [-1.2539, 2.4647, 1.1978], [-0.0695, 0.9002, -1.6736], [1.1904, 3.1044, -0.1453], [2.1906, 3.4613, -1.1223], [1.9233, 4.8366, -1.7047], [3.5135, 3.4303, -0.3837], [-4.0699, 3.7126, -2.3689], [-3.1724, 4.9149, -1.4172], [-3.3808, 3.2688, -0.7984], [-1.9879, 2.3861, -2.6487], [-1.5567, 5.3130, -3.3830], [-2.4423, 4.1293, -4.3615], [-0.7040, 3.9262, -4.0889], [2.1763, 2.7057, -1.9147], [1.8394, 5.5681, -0.8985], [1.0037, 4.8570, -2.2843], [2.7543, 5.1216, -2.3532], [3.4888, 4.1537, 0.4340], [4.3306, 3.6905, -1.0593], [3.7075, 2.4467, 0.0387], [-2.6309, -3.2727, 0.5256], [-3.3546, -2.4314, -0.8859], [-4.7881, -3.2664, -1.4043], [-2.1594, -2.3690, -2.2332], [-3.5872, -0.9503, -0.4319], [-4.7002, -0.4966, -0.4819], [-2.5054, -0.3759, -0.0309], [1.0628, -2.9523, -0.2155], [0.1953, -4.4985, -0.3280], [-0.2367, -5.0075, -1.5487], [-0.9268, -6.2113, -1.6004], [-1.1724, -6.9280, -0.4375], [-0.7102, -6.4432, 0.7788], [-0.0291, -5.2358, 0.8330], [-0.0342, -4.4523, -2.4552], [-1.2750, -6.5881, -2.5539], [-1.7165, -7.8629, -0.4793], [-0.8897, -7.0009, 1.6895], [0.3254, -4.8474, 1.7797]],
  "forces_ev_per_angstrom": [[0.325, 0.690, 0.139], [0.005, 0.043, -0.011], [0.036, 0.003, 0.016], [0.066, -0.007, 0.040], [-0.235, 0.050, 0.029], [0.037, -0.104, -0.015], [-0.015, 0.049, 0.071], [-0.001, -0.047, -0.153], [0.014, 0.029, 0.084], [0.030, 0.016, 0.059], [-0.040, 0.001, 0.005], [0.116, -0.020, -0.030], [-0.144, -0.054, 0.107], [-0.015, 0.003, 0.009], [-0.010, -0.019, -0.010], [-0.001, 0.021, -0.014], [-0.009, 0.011, -0.005], [-0.008, 0.016, -0.004], [0.000, -0.003, -0.012], [0.008, -0.004, -0.010], [0.010, 0.010, 0.005], [-0.025, 0.039, 0.021], [-0.148, 0.003, 0.182], [0.054, 0.061, -0.037], [0.072, -0.009, -0.175], [0.250, 0.032, -0.144], [-0.043, -0.194, 0.182], [0.075, -0.241, -0.068], [-0.161, 0.117, -0.010], [0.011, -0.012, -0.088], [-0.046, 0.047, -0.058], [0.012, 0.000, 0.018], [0.012, 0.008, 0.010], [-0.008, -0.012, -0.017], [-0.006, -0.011, -0.022], [0.033, -0.031, 0.028], [-0.007, -0.006, -0.016], [0.005, 0.009, 0.009], [-0.020, -0.001, -0.003], [0.004, -0.021, 0.003], [0.026, -0.003, -0.015], [0.065, 0.011, 0.033], [-0.003, 0.007, 0.025], [0.025, -0.007, -0.036], [-0.028, -0.006, 0.020], [-0.005, -0.072, 0.021], [-0.171, -0.156, -0.230], [0.225, 0.013, 0.070], [-0.010, 0.049, -0.009], [-0.223, -0.148, 0.077], [0.195, 0.144, 0.004], [-0.014, 0.047, 0.035], [-0.180, -0.435, -0.022], [-0.139, 0.017, -0.124], [-0.070, 0.010, 0.015], [0.043, -0.012, 0.004], [0.024, 0.038, 0.013], [-0.006, 0.016, -0.003], [0.013, 0.037, -0.013], [0.001, -0.017, -0.001], [-0.020, -0.015, 0.018], [0.011, 0.001, 0.007], [0.009, 0.009, -0.002], [0.013, 0.002, -0.006], [-0.014, 0.006, 0.002]],
  "mulliken_charge": [0.83, -0.90, -0.69, -0.84, 0.77, 0.47, -0.44, 0.69, -1.04, -0.52, -1.08, -0.19, 0.44, 0.51, 0.44, 0.42, 0.45, 0.39, 0.44, 0.48, 0.44, -1.42, 0.83, -1.60, -0.09, 0.62, -0.42, -0.47, -0.33, 0.85, -1.36, -1.42, 0.43, 0.32, 0.31, 0.19, 0.31, 0.44, 0.32, 0.26, 0.32, 0.16, 0.44, 0.35, 0.41, 0.21, -0.04, 0.54, -0.09, -0.06, 0.29, -0.66, -0.34, -0.31, 0.21, -0.31, -0.63, -0.45, -0.50, -0.43, 0.47, 0.38, 0.39, 0.37, 0.40]
}

{
  "formula": "C5H4O2",
  "method": "the ωB97M-V functional and the def2-TZVPD basis",
  "spin_multiplicity": 1,
  "homo_energy_ev": -9.1511,
  "lumo_energy_ev": 0.176,
  "smiles": "O=c1cccco1",
  "de_lowest_kcal_mol": 3.98,
  "e_tot_ha": -343.38602,
  "symbols": ["O", "C", "C", "C", "C", "C", "O", "H", "H", "H", "H"],
  "coordinates": [[0.6574, 1.2019, 2.3745], [0.4331, 0.7043, 1.2979], [-0.4191, 1.2013, 0.2308], [-0.8487, 0.3560, -0.7371], [-0.2767, -0.9509, -0.8850], [0.7514, -1.2627, -0.0786], [1.0702, -0.5322, 1.0042], [-0.6907, 2.2517, 0.2423], [-1.5711, 0.6940, -1.4722], [-0.5686, -1.5997, -1.7040], [1.4628, -2.0637, -0.2728]],
  "forces_ev_per_angstrom": [[-0.113, -0.423, -1.032], [0.335, 0.009, 0.582], [-0.135, -0.215, -0.233], [0.154, 0.214, 0.178], [0.015, 0.047, -0.110], [0.006, 0.021, -0.064], [-0.033, 0.466, -0.106], [-0.149, -0.254, 0.271], [0.080, 0.038, 0.033], [0.195, 0.129, 0.131], [-0.356, -0.032, 0.350]],
  "mulliken_charge": [-0.55, 0.48, -0.45, -0.05, -0.49, -0.09, -0.28, 0.35, 0.37, 0.34, 0.38]
}

{
  "formula": "C23H34N2O10PS3Ti",
  "method": "the ωB97M-V functional and the def2-TZVPD basis",
  "spin_multiplicity": 1,
  "homo_energy_ev": -12.2349,
  "lumo_energy_ev": -4.298,
  "charge": 1,
  "de_lowest_kcal_mol": 0.00,
  "e_tot_ha": -4144.10552,
  "symbols": ["Ti", "N", "C", "C", "C", "C", "C", "C", "S", "O", "O", "O", "H", "H", "H", "H", "H", "H", "C", "C", "C", "C", "O", "P", "O", "O", "O", "C", "C", "C", "C", "H", "H", "H", "H", "H", "H", "H", "H", "H", "H", "H", "H", "H", "H", "H", "H", "H", "H", "O", "C", "N", "S", "O", "O", "C", "C", "C", "C", "C", "C", "H", "H", "H", "H", "C", "S", "C", "H", "H", "H", "H", "H", "H"],
  "coordinates": [[-0.6241, 1.2109, 1.3576], [0.0007, 1.3391, 3.2482], [-1.3395, 1.6357, 3.5384], [-1.7903, 2.9489, 3.2959], [-3.1340, 3.1779, 3.0199], [-3.9913, 2.0947, 2.9571], [-3.6170, 0.8579, 3.4787], [-2.2911, 0.6195, 3.7671], [-5.4181, 2.1533, 1.8903], [-6.3767, 1.2300, 2.4280], [-5.7530, 3.5310, 1.7144], [-4.8601, 1.5845, 0.5710], [0.2925, 0.4522, 3.6541], [1.6558, 2.2769, 3.0759], [-1.0617, 3.7497, 3.2595], [-3.4865, 4.1525, 2.7096], [-4.3525, 0.0659, 3.5455], [-1.9583, -0.3694, 4.0576], [3.3187, 3.5316, -0.4752], [4.3949, 2.5809, -0.0053], [5.2010, 2.0179, -1.1565], [5.2724, 3.1797, 1.0737], [3.7537, 1.3616, 0.5954], [2.5292, 1.1704, 1.5051], [2.5125, 2.3028, 2.5831], [1.2186, 1.2028, 0.7056], [2.6932, -0.1619, 2.2562], [3.0960, -1.5205, 1.7366], [2.4540, -2.4769, 2.7192], [4.6075, -1.5624, 1.8009], [2.5641, -1.7085, 0.3315], [3.7925, 4.3853, -0.9613], [2.7247, 3.9155, 0.3541], [2.6661, 3.0488, -1.2029], [5.7459, 2.8260, -1.6451], [4.5508, 1.5484, -1.8945], [5.9244, 1.2857, -0.8001], [5.8202, 4.0258, 0.6567], [5.9961, 2.4477, 1.4303], [4.6810, 3.5389, 1.9147], [2.8022, -2.2787, 3.7323], [2.7294, -3.4988, 2.4568], [1.3691, -2.3883, 2.6843], [4.9560, -1.3595, 2.8127], [5.0500, -0.8378, 1.1184], [4.9492, -2.5572, 1.5127], [1.4797, -1.6156, 0.2996], [2.8285, -2.7159, 0.0061], [3.0138, -1.0088, -0.3733], [-0.4897, -0.8748, 1.7879], [-1.5298, -0.9290, 1.0560], [-1.5731, -0.0547, 0.0656], [-3.1933, 0.6869, 0.0285], [-2.5117, 1.7931, 0.8294], [-3.4926, 0.8752, -1.3458], [-3.8478, -0.7750, 0.8334], [-5.1750, -1.1353, 0.9394], [-5.4502, -2.3347, 1.5914], [-4.4380, -3.1131, 2.1386], [-3.1048, -2.7330, 2.0288], [-2.8244, -1.5677, 1.3422], [-5.9639, -0.5054, 0.5618], [-6.4795, -2.6512, 1.6902], [-4.6944, -4.0300, 2.6520], [-2.3084, -3.3357, 2.4441], [-1.6893, 4.6139, 0.2595], [-0.2589, 3.5226, 0.2162], [-0.4064, 2.9231, -1.4812], [-2.6165, 4.0631, 0.1205], [-1.5680, 5.3612, -0.5228], [-1.6938, 5.1214, 1.2215], [-0.2033, 3.7523, -2.1559], [-1.4090, 2.5331, -1.6536], [0.3326, 2.1390, -1.6281]],
  "forces_ev_per_angstrom": [[0.165, 0.332, -0.065], [-0.072, -0.078, 0.116], [0.018, 0.201, -0.025], [-0.098, -0.107, -0.022], [0.152, 0.000, 0.025], [-0.015, 0.043, -0.011], [0.015, -0.058, 0.036], [-0.006, -0.005, -0.035], [-0.028, -0.122, -0.145], [-0.004, 0.055, 0.022], [-0.024, 0.000, 0.008], [-0.202, 0.218, 0.177], [0.041, 0.034, 0.011], [-0.042, -0.008, 0.022], [0.007, -0.002, 0.008], [-0.027, -0.007, 0.002], [-0.005, 0.001, -0.001], [0.017, 0.006, 0.010], [-0.020, 0.099, -0.045], [0.015, -0.112, 0.098], [0.026, 0.047, -0.036], [0.051, 0.077, -0.024], [-0.067, -0.022, 0.047], [0.096, 0.161, -0.196], [0.031, -0.088, -0.070], [-0.144, -0.054, 0.018], [-0.006, -0.162, 0.060], [-0.058, 0.198, 0.114], [0.010, -0.039, -0.023], [0.055, -0.044, -0.048], [0.029, -0.147, -0.063], [0.009, -0.017, -0.008], [-0.004, -0.039, 0.011], [-0.023, -0.006, 0.001], [-0.004, 0.002, 0.010], [-0.008, -0.013, 0.013], [-0.008, -0.009, 0.011], [0.002, -0.009, 0.002], [-0.005, -0.011, 0.004], [-0.013, -0.021, -0.005], [0.005, 0.015, 0.000], [0.000, 0.004, 0.000], [-0.008, 0.009, 0.003], [-0.013, 0.004, 0.010], [-0.007, -0.002, 0.004], [0.003, 0.003, 0.002], [-0.001, 0.036, 0.028], [-0.013, 0.019, -0.022], [0.004, 0.034, 0.015], [0.022, -0.203, 0.126], [-0.170, -0.169, -0.054], [0.117, -0.034, -0.158], [0.400, -0.159, -0.045], [-0.136, 0.026, 0.058], [-0.034, 0.023, -0.036], [-0.172, -0.010, -0.006], [0.026, -0.048, 0.031], [-0.027, 0.052, -0.022], [0.021, -0.031, 0.016], [-0.011, 0.021, -0.005], [0.113, 0.002, 0.029], [0.000, 0.010, -0.009], [-0.002, 0.004, -0.003], [0.019, -0.001, 0.005], [0.001, -0.004, -0.002], [-0.057, 0.059, 0.030], [-0.004, 0.172, 0.042], [-0.009, -0.030, -0.007], [0.019, -0.034, -0.005], [0.029, -0.022, -0.011], [0.008, -0.008, -0.001], [-0.001, -0.006, 0.000], [0.014, -0.012, -0.012], [0.003, -0.015, -0.001]],
  "mulliken_charge": [-0.09, -0.53, -0.20, -0.12, -0.67, -0.25, -0.56, -0.47, 1.46, -0.68, -0.73, -0.61, 0.20, 0.39, 0.74, 0.63, 0.70, 0.45, -1.43, 1.45, -1.72, -1.62, 0.56, 0.10, -0.49, -0.70, -0.19, 1.76, -1.52, -1.50, -1.22, 0.56, 0.34, 0.23, 0.46, 0.38, 0.38, 0.46, 0.36, 0.33, 0.38, 0.45, 0.16, 0.36, 0.18, 0.45, 0.03, 0.59, 0.21, -0.33, 1.71, -0.67, 1.21, 0.23, -0.85, -0.55, -0.08, -0.82, -0.61, -0.38, 0.18, 0.61, 0.45, 0.45, 0.61, -1.05, 0.27, -0.95, 0.21, 0.57, 0.32, 0.53, 0.29, 0.17]
}